Record 1
ORCA calculation (the ωB97M-V functional and the def2-TZVPD basis) on a gas-phase ion, C10H12NO (charge +1) at a distorted geometry.

Last column: Löwdin charge in e.
Geometry (Å):
C  -0.451796  2.492943  -0.189221  -0.01
C  -1.678148  2.170822  0.398367  -0.04
C  0.360781  1.490102  -0.677027  -0.01
C  -2.083320  0.864281  0.447470  0.00
C  -0.015383  0.149078  -0.638874  -0.13
C  -1.283461  -0.186077  -0.080787  -0.15
C  0.987855  -0.851038  -1.152102  -0.11
C  3.854987  -0.073198  0.932830  0.01
C  -1.757928  -1.513373  -0.067738  -0.01
C  1.948108  -0.999077  -0.010111  -0.14
N  -2.970548  -1.888000  0.271484  0.20
O  2.964662  -0.200933  0.020538  -0.05
H  -0.142103  3.524682  -0.261759  0.12
H  -2.301611  2.948967  0.809332  0.12
H  1.311344  1.752660  -1.119017  0.13
H  -3.023665  0.633537  0.925466  0.11
H  0.555375  -1.807033  -1.437606  0.11
H  1.514117  -0.437588  -2.012977  0.14
H  4.647889  0.623139  0.730550  0.08
H  3.847363  -0.666671  1.835516  0.09
H  -1.088121  -2.311464  -0.359652  0.14
H  1.715527  -1.640183  0.833543  0.13
H  -3.237068  -2.860775  0.260546  0.14
H  -3.674847  -1.214802  0.541233  0.13

Cartesian forces (eV/Å) of the 2 atoms listed first:
C 0.2 -0.4 -0.1
C -0.3 -0.2 0.1

energy above the lowest of the compared OMol25 structures with the same formula, charge and spin: 65.3 kcal per mole
net charge: +1
HOMO (alpha / beta): -10.5 / -10.3 eV
energy: -517.88112 hartree

***

Record 2
ORCA calculation (the ωB97M-V functional and the def2-TZVPD basis) on a molecular structure, C47H42N5NiS4.

Last column: Löwdin charge in e.
Geometry (Å):
Ni  -0.033457  -0.632089  -1.624815  0.19
S  -0.406398  1.711433  0.312361  0.83
C  -1.647013  1.072735  1.187922  -0.68
N  -2.454512  1.773465  1.991336  -0.09
C  -3.437468  1.105392  2.833052  -0.10
C  -2.837076  -0.171359  3.352512  -0.10
N  -2.431961  -0.991457  2.211270  -0.08
C  -2.507899  -2.454683  2.409166  -0.11
C  -1.299375  -2.949094  3.164290  -0.21
C  -0.171360  -3.383417  2.471872  -0.05
C  0.957578  -3.795805  3.164599  -0.07
C  0.965766  -3.787313  4.552197  -0.08
C  -0.159570  -3.370279  5.248030  -0.07
C  -1.287049  -2.953770  4.555813  -0.04
C  -1.914772  -0.425910  1.126167  -0.58
S  -1.621841  -1.335300  -0.259002  0.92
C  -2.322176  3.222297  2.191487  -0.11
C  -1.693667  3.520042  3.531169  -0.22
C  -2.434937  4.107999  4.548433  -0.05
C  -1.863320  4.339608  5.793681  -0.07
C  -0.546490  3.977274  6.028838  -0.08
C  0.201972  3.390161  5.015157  -0.07
C  -0.366768  3.165572  3.771904  -0.04
H  -4.354834  0.906061  2.271315  0.15
H  -3.674573  1.766196  3.664949  0.13
H  -3.575454  -0.731577  3.923316  0.13
H  -1.981402  0.032116  4.003556  0.14
H  -2.594099  -2.933177  1.439911  0.09
H  -3.424510  -2.647421  2.966054  0.13
H  -0.185285  -3.407526  1.388705  0.10
H  1.828664  -4.136880  2.619472  0.11
H  1.844015  -4.117609  5.090853  0.11
H  -0.162748  -3.378017  6.330009  0.11
H  -2.171005  -2.648378  5.105214  0.11
H  -3.324202  3.651979  2.136008  0.13
H  -1.726595  3.616220  1.372484  0.09
H  -3.463842  4.398009  4.365288  0.11
H  -2.447633  4.804515  6.576649  0.11
H  -0.099121  4.159604  6.997027  0.11
H  1.234070  3.114785  5.191581  0.11
H  0.220749  2.725946  2.974237  0.08
C  -2.829500  1.626515  -2.214846  -0.11
N  -1.574585  1.451153  -2.927093  -0.27
C  -0.929486  2.729948  -3.177040  -0.10
C  -1.799157  0.710823  -4.158950  -0.18
C  -1.743173  -0.795522  -4.014066  -0.25
C  -2.329538  -1.548750  -5.033593  -0.05
C  -2.244130  -2.930564  -5.054789  -0.09
C  -1.572005  -3.583233  -4.031260  -0.09
C  -0.997242  -2.840780  -3.009508  -0.13
C  -1.061459  -1.445016  -2.983469  -0.25
H  -3.571182  2.166957  -2.823894  0.09
H  -2.662980  2.191186  -1.297300  0.05
H  -3.242956  0.650595  -1.953516  0.08
H  -1.541417  3.400887  -3.800883  0.09
H  0.024773  2.570620  -3.681587  0.08
H  -0.734588  3.233657  -2.230159  0.06
H  -1.056533  1.028530  -4.899611  0.12
H  -2.774634  0.974372  -4.595575  0.13
H  -2.862199  -1.033508  -5.826915  0.11
H  -2.705046  -3.492825  -5.856439  0.10
H  -1.498616  -4.663450  -4.024941  0.10
H  -0.477445  -3.368574  -2.215078  0.09
S  3.843973  -0.964380  4.375974  1.07
C  2.896817  -0.708741  5.774571  -0.40
C  1.647142  -0.266388  5.465660  -0.18
C  1.455193  -0.130203  4.066830  -0.13
C  2.563428  -0.469049  3.341212  -0.49
C  2.709258  -0.421645  1.883752  -0.18
C  1.564792  -0.615619  1.087528  -0.10
N  1.563102  -0.521390  -0.219932  0.05
C  2.728556  -0.262055  -0.843795  -0.13
C  3.935390  -0.084522  -0.161177  -0.12
C  5.125744  0.185760  -0.919690  0.00
C  5.086254  0.261903  -2.267065  0.00
C  3.854768  0.080254  -2.987859  -0.12
C  3.764714  0.126419  -4.387304  0.05
C  2.547614  -0.073226  -5.001204  -0.17
C  1.427804  -0.307281  -4.178096  -0.01
N  1.482330  -0.357610  -2.863614  0.11
C  2.686812  -0.173312  -2.268928  -0.12
C  2.356520  -0.059325  -6.453271  -0.49
C  1.347202  -0.648468  -7.165617  -0.11
C  1.469912  -0.443375  -8.563332  -0.17
C  2.565315  0.297312  -8.885012  -0.40
S  3.453801  0.752807  -7.500950  1.06
C  3.900478  -0.158730  1.239818  0.06
H  3.311634  -0.901173  6.750664  0.07
H  0.894596  -0.038023  6.206443  0.11
H  0.545545  0.242121  3.613935  0.10
H  0.622352  -0.855766  1.561326  0.08
H  6.057655  0.325787  -0.387018  0.12
H  5.986541  0.462049  -2.833761  0.12
H  4.659962  0.300259  -4.973020  0.12
H  0.458558  -0.467276  -4.625176  0.10
H  0.556026  -1.233459  -6.715229  0.11
H  0.778389  -0.833583  -9.294753  0.11
H  2.896910  0.603803  -9.863571  0.07
H  4.807657  0.012745  1.808075  0.12

Cartesian forces (eV/Å) of the 2 atoms listed first:
Ni 0.4 -0.1 0.2
S -0.1 0.2 0.0

energy above the lowest of the compared OMol25 structures with the same formula, charge and spin: 0.0 kcal per mole
net charge: +1
HOMO (alpha / beta): -10.2 / -10.2 eV
energy: -5190.91198 hartree

***

Record 3
ORCA calculation (the ωB97M-V functional and the def2-TZVPD basis) on 4 unconnected molecules or ions with the total composition C2H14N2O3 at a distorted geometry.

Last column: Löwdin spin population.
Geometry (Å):
C  2.143897  0.760909  1.330882  0.20
N  1.724731  0.536785  -0.045169  0.05
C  1.112762  -0.837867  -0.191667  0.09
N  1.097312  -1.320933  -1.615773  0.05
H  1.744852  1.862408  1.731834  0.03
H  3.220405  0.567189  1.478853  0.06
H  1.533556  0.085846  1.993884  0.01
H  2.658404  0.696794  -0.497598  0.11
H  1.542309  -1.592521  0.485036  0.02
H  0.122602  -0.736471  0.091261  0.01
H  1.924569  -1.022865  -2.150229  0.05
H  0.235638  -0.852197  -2.004540  0.02
H  0.376552  1.610328  -0.420690  0.01
H  0.162975  2.781805  -1.494197  0.05
O  -0.258585  2.113971  -0.904360  0.12
H  -2.058679  -2.926347  -0.456238  0.01
H  -3.247316  -3.694955  0.354649  0.01
O  -2.751402  -2.781938  0.257220  0.03
H  -1.883895  1.653918  0.313231  0.01
H  -1.965968  1.794100  1.815941  0.02
O  -2.447544  1.383435  1.090904  0.04

Cartesian forces (eV/Å) of the 2 atoms listed first:
C -2.5 1.7 2.3
N 1.3 -0.6 0.5

energy above the lowest of the compared OMol25 structures with the same formula, charge and spin: 35.2 kcal per mole
net charge: -1
HOMO (alpha / beta): 1.0 / -5.7 eV
energy: -419.72783 hartree
⟨S²⟩: 0.750
2S+1: 2

***

Record 4
ORCA calculation (the ωB97M-V functional and the def2-TZVPD basis) on a molecular structure, C36H37BCrNO3 at a distorted geometry.

Last column: Löwdin spin population.
Geometry (Å):
O  3.750935  1.187917  0.203455  0.07
C  3.593744  1.204720  -0.956376  0.04
Cr  3.391548  0.889664  -2.797780  0.86
C  2.376178  -0.604524  -2.260522  -0.01
O  1.862411  -1.556301  -1.816342  0.00
C  4.700224  -0.513822  -2.606346  0.00
O  5.315150  -1.459765  -2.315198  0.01
C  4.545158  2.126447  -4.119133  0.01
C  3.853716  2.992247  -3.255294  0.02
C  2.479425  2.842682  -3.051920  0.04
C  1.769000  1.835797  -3.743542  0.02
C  0.502840  1.340702  -3.235183  0.13
C  -0.455475  0.794337  -2.696483  0.01
C  -1.706731  0.342950  -2.255947  0.30
C  -2.021267  -1.057710  -2.569234  0.12
C  -1.132687  -1.770174  -3.421458  0.10
C  -1.400645  -3.064839  -3.866489  0.02
C  -2.560062  -3.729558  -3.449735  0.19
C  -3.451188  -3.048689  -2.598625  0.00
C  -3.215920  -1.727650  -2.204571  0.12
C  -2.664791  1.397857  -1.929791  0.26
C  -2.434823  2.701741  -2.453919  0.10
C  -3.463596  3.642048  -2.548790  0.08
C  -4.734126  3.344430  -2.039365  0.28
C  -4.913495  2.141722  -1.330810  0.02
C  -3.870806  1.221518  -1.199333  0.15
C  2.454864  1.052361  -4.710507  0.01
C  3.822610  1.207753  -4.906742  0.01
H  5.640613  2.165788  -4.182613  0.00
H  4.407563  3.743037  -2.685738  0.00
H  1.942421  3.434577  -2.301873  0.00
H  -0.236433  -1.264860  -3.778563  0.00
H  -0.711520  -3.537411  -4.572103  0.00
H  -2.790269  -4.734066  -3.828928  0.01
H  -4.363080  -3.551460  -2.275614  0.00
H  -3.961551  -1.190891  -1.623384  0.01
H  -1.453849  2.941648  -2.860942  0.00
H  -3.286140  4.590779  -3.065334  0.00
H  -5.576300  4.025449  -2.220739  0.01
H  -5.887482  1.903406  -0.902793  0.00
H  -3.965674  0.379820  -0.511514  0.00
H  1.886420  0.259396  -5.207404  0.00
H  4.340558  0.564038  -5.623323  0.00
C  0.592431  -1.996270  0.818767  0.00
C  0.753408  -1.767076  2.312151  0.00
C  0.283090  -3.026339  3.037941  0.00
N  0.032346  -0.559393  2.865834  0.00
C  0.126179  -0.738621  4.372605  0.00
C  1.398949  -0.789207  4.948777  0.00
C  1.538774  -1.018238  6.318735  0.00
C  0.398759  -1.217129  7.096936  0.00
C  -0.865061  -1.161841  6.523601  0.00
C  -1.005827  -0.911189  5.149719  0.00
C  0.740772  0.748408  2.604741  0.00
C  0.119782  1.815269  3.507643  0.00
C  0.786838  1.230058  1.157672  0.00
B  -1.438862  -0.475984  2.129091  0.00
H  -1.403649  -0.285655  0.847359  0.00
H  1.267723  -2.822259  0.538397  0.00
H  -0.429779  -2.305370  0.542733  0.00
H  0.840839  -1.115153  0.225646  0.00
H  1.819295  -1.596501  2.522683  0.00
H  0.636785  -3.904623  2.486306  0.00
H  0.670829  -3.081078  4.061477  0.00
H  -0.809199  -3.096875  3.078488  0.00
H  2.293062  -0.676789  4.333549  0.00
H  2.535224  -1.048044  6.765174  0.00
H  0.511216  -1.415337  8.158021  0.00
H  -1.758755  -1.317300  7.122781  0.00
H  -1.993194  -0.870930  4.689786  0.00
H  1.783640  0.588400  2.911478  0.00
H  0.455221  2.807172  3.186666  0.00
H  -0.973196  1.818316  3.465071  0.00
H  0.417004  1.663746  4.552844  0.00
H  1.393292  2.152847  1.146458  0.00
H  1.260109  0.501279  0.489053  0.00
H  -0.203399  1.489574  0.745180  0.00
H  -2.057349  -1.466702  2.416275  0.00
H  -2.094781  0.385757  2.647175  0.00

Cartesian forces (eV/Å) of the 2 atoms listed first:
O -0.5 0.5 -4.6
C 0.8 -0.7 5.9

net charge: +2
HOMO (alpha / beta): -12.9 / -12.9 eV
energy: -2743.02293 hartree
⟨S²⟩: 3.817
2S+1: 4

***

Record 5
ORCA calculation (the ωB97M-V functional and the def2-TZVPD basis) on a molecular structure, C23H22F9IrN4O3S2 at a distorted geometry.

Last column: Löwdin spin population.
Geometry (Å):
Ir  0.173542  0.135532  0.308141  0.34
C  -1.213513  1.325401  4.283822  0.00
C  -1.402300  1.063033  2.808302  0.01
O  -0.508503  1.475957  2.029707  0.01
C  -2.549808  0.390855  2.364636  0.05
C  -2.758297  0.178288  0.998157  -0.01
C  -4.122830  -0.226312  0.513610  0.00
N  -1.811078  0.381584  0.097251  0.06
N  -2.271802  0.494280  -1.219132  0.04
C  -1.324906  0.971630  -1.962157  0.01
O  -0.195580  1.381515  -1.503413  0.02
C  -1.536379  0.999657  -3.436793  0.00
C  -0.466305  1.310572  -4.267009  0.00
C  -0.605324  1.239662  -5.646763  0.00
C  -1.817110  0.863804  -6.206157  0.00
C  -2.896346  0.572422  -5.378334  0.00
C  -2.757214  0.638322  -4.002326  0.00
H  -0.339269  1.953019  4.433180  0.00
H  -1.047299  0.368289  4.785710  0.00
H  -2.093860  1.797993  4.723950  0.00
H  -3.313041  0.100344  3.073202  0.00
H  -4.789731  -0.368282  1.362913  0.00
H  -4.044804  -1.151315  -0.061320  0.00
H  -4.539322  0.526066  -0.154109  0.00
H  0.472825  1.590360  -3.807955  0.00
H  0.238897  1.468847  -6.286319  0.00
H  -1.921800  0.790963  -7.282161  0.00
H  -3.847407  0.284259  -5.810401  0.00
H  -3.583387  0.404076  -3.344317  0.00
C  -2.032787  -3.369859  2.058819  0.00
C  -1.189034  -2.562774  1.111065  0.04
S  -0.029372  -1.469790  1.844080  0.21
C  -1.241656  -2.618373  -0.236396  0.07
C  -2.158259  -3.458014  -1.065786  0.01
S  -0.137692  -1.579510  -1.116282  0.11
H  -1.834373  -3.073701  3.088272  0.00
H  -1.826261  -4.439877  1.970845  0.00
H  -3.097465  -3.212931  1.869758  0.00
H  -2.606734  -4.260271  -0.478250  0.00
H  -1.620491  -3.904099  -1.906184  0.00
H  -2.955269  -2.844814  -1.495801  0.00
F  2.169861  1.477265  4.598962  0.00
C  2.764495  0.424073  3.991324  0.00
F  1.916727  -0.607819  4.068141  0.00
F  3.852356  0.108622  4.747748  0.00
C  3.123228  0.767867  2.495726  0.00
O  2.081976  0.746017  1.686877  0.00
C  4.260009  -0.237563  2.057332  0.00
F  5.489922  0.066300  2.548607  0.00
F  3.972414  -1.493237  2.457575  0.00
F  4.385667  -0.272926  0.720358  0.00
C  3.746007  2.213020  2.495739  0.00
F  4.655120  2.445443  3.475307  0.00
F  2.796070  3.150172  2.608556  0.00
F  4.377855  2.445638  1.313141  0.00
N  3.615063  1.319235  -1.972439  0.00
C  3.628766  0.067391  -2.546924  0.00
C  2.670458  -0.644862  -1.897484  0.00
N  2.085072  0.151005  -0.941091  0.01
C  2.675727  1.318328  -1.009420  0.00
H  4.217821  2.088262  -2.193437  0.00
H  4.307057  -0.196991  -3.338074  0.00
H  2.356152  -1.661039  -2.048570  0.00
H  2.453531  2.159015  -0.376027  0.00

Cartesian forces (eV/Å) of the 2 atoms listed first:
Ir -3.8 -1.4 -2.4
C -0.1 0.1 0.0

energy above the lowest of the compared OMol25 structures with the same formula, charge and spin: 52.6 kcal per mole
net charge: -1
HOMO (alpha / beta): -3.9 / -4.3 eV
energy: -3133.98325 hartree
⟨S²⟩: 0.761
2S+1: 2